[1]
Molecular formula: C3H6INO
Method: DFT, the ωB97M-V functional and the def2-TZVPD basis

Summary:
total charge: 0
strongest force on any atom: 4.6 eV/A
gap between HOMO and LUMO (alpha / beta): 8.48 / 8.67 eV
molar mass: 199.0 g/mol
relative energy (zero: lowest compared OMol25 entry of this formula, charge and spin): 4.741 eV

Positions of all 12 atoms, in Å:
H: 0.34 -1.71 -0.55
I: 2.83 -0.10 -0.02
H: -0.27 2.34 0.91
H: -0.89 -1.40 0.56
C: 0.97 -0.35 0.88
H: -1.81 -0.30 -1.33
O: -1.09 1.15 -0.14
H: 0.95 -0.61 1.88
C: -0.83 -0.02 -0.85
H: -0.24 0.36 -1.61
C: -0.02 -1.04 0.08
N: 0.07 1.69 0.20

---

[2]
Molecular formula: C15H46N2O8
Method: DFT, the ωB97M-V functional and the def2-TZVPD basis

Summary:
total charge: 0
strongest force on any atom: 2.4 eV/A
gap between HOMO and LUMO: 9.77 eV
molar mass: 382.5 g/mol
relative energy (zero: lowest compared OMol25 entry of this formula, charge and spin): 3.992 eV
SMILES: COC[C@H](C)N.COCCNCCOC.CO.CO.CO.CO.CO

Positions of all 71 atoms, in Å:
O: -0.73 5.24 3.66
C: -0.87 1.99 -1.80
C: -2.20 -2.25 0.74
H: 0.31 3.93 2.49
H: -1.40 -3.26 2.56
H: 3.35 3.39 -3.82
H: -1.90 -2.15 -0.30
H: 1.27 7.22 -2.62
H: -0.92 -6.93 -0.33
O: -2.74 -0.99 1.15
H: 3.01 1.73 -3.26
H: 4.01 2.70 -2.30
O: 1.18 1.79 1.50
H: 2.84 5.75 -3.26
H: 2.69 1.83 2.88
H: 1.49 -8.59 1.16
C: 2.49 2.10 1.84
C: -2.89 2.16 1.27
H: -1.16 0.15 -2.94
H: 2.76 3.15 1.70
C: -3.27 -0.90 2.42
H: 0.24 1.17 -3.48
H: -3.78 1.53 1.14
H: 0.78 3.23 -1.68
O: 4.91 1.93 -3.95
H: 0.48 -6.17 -0.17
H: -0.12 -8.97 0.47
H: -2.72 0.92 -1.22
C: -1.04 -2.85 1.62
H: 0.29 0.25 -2.02
H: -2.16 1.63 1.89
N: 0.23 2.60 -1.11
C: 1.43 6.34 -2.00
H: 0.19 -9.22 2.13
O: 2.32 5.41 -2.53
C: -0.38 0.84 -2.65
H: 1.93 6.68 -1.09
O: 1.53 -3.71 -1.18
C: 1.42 -2.47 -1.76
N: -0.32 -3.98 1.01
H: -1.11 4.54 4.19
C: -1.94 1.55 -0.77
C: 3.77 2.50 -3.35
H: 0.50 5.81 -1.78
H: 1.46 -1.61 -1.08
H: -1.30 0.88 -0.20
H: -0.31 -2.09 1.88
H: -1.94 -5.06 0.12
H: -0.08 3.31 -0.46
C: -0.39 -6.38 0.45
H: -1.79 -5.41 1.80
C: -1.20 -5.21 0.90
H: -1.37 2.76 -2.40
O: -2.43 2.63 0.04
H: 5.10 1.09 -3.52
H: 0.60 -4.22 1.35
H: -3.03 3.07 1.86
H: 2.05 -2.39 -2.64
H: -1.29 4.41 1.93
H: -3.70 0.06 2.68
H: 0.42 -2.37 -2.18
C: 0.41 -8.53 1.32
H: 0.94 2.02 0.60
C: -0.38 4.77 2.41
H: -3.09 -2.88 0.62
H: 3.08 1.51 1.13
H: -2.54 -1.06 3.22
H: 0.12 5.58 1.87
H: 0.99 -3.67 -0.39
O: -0.08 -7.23 1.53
H: -4.03 -1.63 2.70

---

[3]
Molecular formula: C23H46MnN11O8P
Method: DFT, the ωB97M-V functional and the def2-TZVPD basis

Summary:
total charge: 0
strongest force on any atom: 2.2 eV/A
gap between HOMO and LUMO (alpha / beta): 6.09 / 5.62 eV
⟨S²⟩: 0.77
molar mass: 690.6 g/mol
relative energy (zero: lowest compared OMol25 entry of this formula, charge and spin): 0.904 eV
multiplicity: 2

Positions of all 90 atoms, in Å:
N: 3.21 1.37 1.47
H: 2.27 -4.92 -0.90
O: 4.74 3.11 1.69
C: 3.53 0.68 2.70
C: 2.86 0.58 -1.68
H: 1.11 -5.40 1.35
P: 1.66 -2.48 0.27
H: -3.87 -1.35 1.94
O: 2.26 0.23 4.69
H: 0.64 3.45 0.25
H: -0.07 -4.80 0.18
N: -4.59 1.36 -1.62
H: -6.52 2.82 -0.84
H: -3.27 1.13 3.62
H: -0.90 -2.54 2.43
H: -3.07 1.94 1.27
O: -0.25 1.15 -5.48
C: 0.92 1.33 -3.43
H: -6.75 2.05 0.68
H: 3.60 0.31 -0.93
H: -4.61 2.24 -2.11
N: 0.82 -2.71 -1.14
C: -0.83 3.76 -3.15
H: 0.58 -1.57 2.60
H: 2.88 3.25 -0.65
H: -0.89 -1.60 -1.69
C: 0.72 1.33 -2.05
H: 4.10 0.21 -3.38
C: 3.71 2.59 1.26
H: -1.69 2.72 3.04
H: -1.01 -2.38 -0.14
N: 3.11 -3.20 -0.06
C: 0.19 -2.59 2.54
O: 1.14 0.72 2.82
H: 1.06 -1.81 -3.02
H: 0.43 -3.10 3.47
H: 1.19 3.26 1.76
C: 3.23 -4.56 -0.54
N: -6.34 2.03 -0.24
C: 3.13 0.53 -3.04
H: -1.13 -3.36 -1.63
N: -1.09 2.64 -4.01
H: 3.90 -0.33 2.52
H: -5.53 1.17 2.22
H: 2.50 -2.59 -2.38
C: -0.63 -2.51 -1.15
N: -1.29 2.17 2.29
O: -0.56 0.27 0.43
H: -1.77 2.80 -4.74
N: 1.67 0.96 -1.19
O: -2.66 -0.14 -0.12
C: 0.32 -4.66 1.19
H: 3.94 -4.60 -1.38
Mn: 1.39 0.93 0.84
H: 1.18 -3.58 -3.02
C: -2.97 0.43 2.83
H: -4.55 -0.85 3.47
H: 2.91 4.49 0.62
C: -4.17 -0.48 2.52
C: -2.32 1.30 1.73
H: -2.18 -0.19 3.27
H: 3.59 -5.23 0.24
C: -1.77 0.43 0.59
C: 2.22 0.53 3.51
C: -5.32 0.19 1.77
C: 4.37 -2.58 0.33
H: -3.70 0.89 -1.65
H: -0.48 -4.87 1.89
N: -4.88 0.33 0.38
H: 5.05 -2.54 -0.53
O: 1.89 -1.10 0.75
N: 1.37 3.00 0.79
H: 4.86 -3.15 1.12
O: -1.78 3.74 -2.09
H: -0.53 1.61 2.68
H: -6.22 -0.42 1.82
H: 2.30 0.87 -5.00
H: -1.61 4.50 -1.52
H: -0.23 1.59 -1.61
H: 4.27 1.21 3.30
H: -0.90 4.69 -3.71
N: 0.79 -3.30 1.41
C: -0.16 1.69 -4.39
C: 2.14 0.90 -3.93
H: 0.18 3.67 -2.75
H: 4.19 -1.57 0.69
C: 1.42 -2.67 -2.46
H: -3.90 -0.08 0.17
C: 2.73 3.43 0.42
C: -5.27 1.24 -0.46

---

What did the second record say?
Molecular formula: C15H46N2O8
Method: DFT, the ωB97M-V functional and the def2-TZVPD basis

Summary:
total charge: 0
strongest force on any atom: 2.4 eV/A
gap between HOMO and LUMO: 9.77 eV
molar mass: 382.5 g/mol
relative energy (zero: lowest compared OMol25 entry of this formula, charge and spin): 3.992 eV
SMILES: COC[C@H](C)N.COCCNCCOC.CO.CO.CO.CO.CO

Positions of all 71 atoms, in Å:
O: -0.73 5.24 3.66
C: -0.87 1.99 -1.80
C: -2.20 -2.25 0.74
H: 0.31 3.93 2.49
H: -1.40 -3.26 2.56
H: 3.35 3.39 -3.82
H: -1.90 -2.15 -0.30
H: 1.27 7.22 -2.62
H: -0.92 -6.93 -0.33
O: -2.74 -0.99 1.15
H: 3.01 1.73 -3.26
H: 4.01 2.70 -2.30
O: 1.18 1.79 1.50
H: 2.84 5.75 -3.26
H: 2.69 1.83 2.88
H: 1.49 -8.59 1.16
C: 2.49 2.10 1.84
C: -2.89 2.16 1.27
H: -1.16 0.15 -2.94
H: 2.76 3.15 1.70
C: -3.27 -0.90 2.42
H: 0.24 1.17 -3.48
H: -3.78 1.53 1.14
H: 0.78 3.23 -1.68
O: 4.91 1.93 -3.95
H: 0.48 -6.17 -0.17
H: -0.12 -8.97 0.47
H: -2.72 0.92 -1.22
C: -1.04 -2.85 1.62
H: 0.29 0.25 -2.02
H: -2.16 1.63 1.89
N: 0.23 2.60 -1.11
C: 1.43 6.34 -2.00
H: 0.19 -9.22 2.13
O: 2.32 5.41 -2.53
C: -0.38 0.84 -2.65
H: 1.93 6.68 -1.09
O: 1.53 -3.71 -1.18
C: 1.42 -2.47 -1.76
N: -0.32 -3.98 1.01
H: -1.11 4.54 4.19
C: -1.94 1.55 -0.77
C: 3.77 2.50 -3.35
H: 0.50 5.81 -1.78
H: 1.46 -1.61 -1.08
H: -1.30 0.88 -0.20
H: -0.31 -2.09 1.88
H: -1.94 -5.06 0.12
H: -0.08 3.31 -0.46
C: -0.39 -6.38 0.45
H: -1.79 -5.41 1.80
C: -1.20 -5.21 0.90
H: -1.37 2.76 -2.40
O: -2.43 2.63 0.04
H: 5.10 1.09 -3.52
H: 0.60 -4.22 1.35
H: -3.03 3.07 1.86
H: 2.05 -2.39 -2.64
H: -1.29 4.41 1.93
H: -3.70 0.06 2.68
H: 0.42 -2.37 -2.18
C: 0.41 -8.53 1.32
H: 0.94 2.02 0.60
C: -0.38 4.77 2.41
H: -3.09 -2.88 0.62
H: 3.08 1.51 1.13
H: -2.54 -1.06 3.22
H: 0.12 5.58 1.87
H: 0.99 -3.67 -0.39
O: -0.08 -7.23 1.53
H: -4.03 -1.63 2.70

---

Q: What is the total charge in the third record?
A: 0

---

Q: What is the total charge in the first record?
A: 0